78
Properties=species:S:1:pos:R:3:lowdin_charge:R:1 method="wB97M-V/def2-TZVPD" homo_lumo_gap_ev=7.7 relative_energy_kcal_mol=37.6 total_energy_ev=-53712.5660
N 3.69723 -0.62566 -0.23465 0.316
H 4.01227 -0.91671 -1.16548 0.158
H 2.67550 -0.79643 -0.21703 0.090
H 3.89021 0.34868 -0.00747 0.151
H 4.20309 -1.26369 0.38265 0.155
Cl 0.22311 -1.87490 -1.15980 0.649
O 1.36022 -2.26326 -0.31425 -0.426
O -0.33943 -0.68594 -0.59997 -0.365
O 0.75454 -1.54544 -2.45936 -0.367
O -0.64986 -3.02036 -1.26486 -0.321
C -0.57175 4.69243 1.76412 -0.069
C 0.08475 3.78143 0.74514 -0.422
C 0.06545 2.30527 1.09979 -0.193
O 0.75270 2.17552 2.34821 -0.189
C 0.92548 0.80202 2.67314 -0.094
N -0.60357 4.09077 -0.53298 0.052
H -0.22435 4.55639 2.79567 0.074
H -1.64698 4.52662 1.87427 0.069
H -0.34287 5.72731 1.51954 0.077
H 1.10247 4.14123 0.56668 0.139
H 0.50652 1.71369 0.29086 0.111
H -0.95310 1.96848 1.32136 0.107
H 1.14040 0.76083 3.74050 0.090
H 1.74012 0.33376 2.11940 0.067
H -0.02746 0.29039 2.53999 0.064
H -0.14867 3.61298 -1.32151 0.038
H -1.50328 3.60401 -0.49945 0.066
C -4.55739 2.77173 1.53849 -0.071
C -4.66962 1.28851 1.75901 -0.434
C -3.32083 0.57820 1.94767 -0.218
O -3.57830 -0.73116 2.40264 -0.193
C -2.43178 -1.54869 2.44762 -0.094
N -5.53364 1.08801 2.94586 0.034
H -3.96126 3.02335 0.65436 0.070
H -3.96694 3.16682 2.37402 0.074
H -5.50176 3.30048 1.45784 0.080
H -5.18859 0.76579 0.95020 0.140
H -2.84289 1.13544 2.76870 0.127
H -2.72897 0.61474 1.02959 0.120
H -2.01267 -1.85608 1.48944 0.085
H -2.66086 -2.41417 3.07213 0.089
H -1.69236 -1.03014 3.07513 0.073
H -5.46483 0.10371 3.18985 0.062
H -5.16630 1.58258 3.75484 0.068
C 1.50914 -5.37353 0.57027 -0.072
C 1.84530 -6.86649 0.64095 -0.420
C 3.09052 -7.13292 1.45641 -0.221
O 4.26836 -7.12562 0.65337 -0.166
C 5.36300 -7.41166 1.46911 -0.154
N 0.71135 -7.67876 1.16355 0.027
H 0.56350 -5.26425 0.03558 0.067
H 2.25678 -4.90048 -0.06887 0.073
H 1.41688 -4.89137 1.54268 0.080
H 1.98263 -7.25343 -0.37100 0.140
H 3.02269 -8.11664 1.93789 0.121
H 3.20366 -6.43829 2.29899 0.122
H 5.51897 -6.60838 2.20273 0.085
H 6.36281 -7.45856 1.02010 0.084
H 5.31817 -8.39309 1.95539 0.089
H 0.57277 -7.42946 2.14136 0.067
H -0.09330 -7.30525 0.66818 0.064
C -0.67997 5.82922 -5.41813 -0.065
C 0.05114 5.07518 -4.30066 -0.436
C -0.66438 3.76108 -3.96658 -0.204
O 0.16869 3.03263 -3.07717 -0.259
C -0.10476 1.63596 -3.09362 -0.094
N 1.44727 4.87757 -4.74609 0.030
H -0.49257 5.35992 -6.38138 0.076
H -0.31270 6.85472 -5.43622 0.075
H -1.73134 5.90372 -5.13030 0.078
H 0.15458 5.69765 -3.40788 0.136
H -0.82855 3.22220 -4.90898 0.127
H -1.63732 3.88813 -3.47877 0.129
H -1.08418 1.47071 -2.65084 0.097
H 0.66301 1.08740 -2.54687 0.061
H 0.04116 1.17768 -4.07535 0.095
H 1.88595 4.28487 -4.03767 0.062
H 1.36699 4.21095 -5.52209 0.070

***

91
Properties=species:S:1:pos:R:3:lowdin_charge:R:1 method="wB97M-V/def2-TZVPD" homo_lumo_gap_ev=2.3 relative_energy_kcal_mol=497.2 total_charge=+1 total_energy_ev=-112455.8164
In 4.83653 -34.40079 -7.12803 1.267
N 4.04269 -33.38769 -8.80295 -0.339
S 4.41532 -32.16907 -9.58866 0.606
O 4.49428 -30.85978 -8.88758 -0.226
O 4.30606 -32.29464 -11.04052 -0.145
F 5.94735 -32.65874 -9.39544 -0.314
S 2.34146 -33.05894 -9.00097 0.611
O 1.87546 -33.31504 -10.34239 -0.191
O 1.83810 -31.85855 -8.31791 -0.206
F 1.82018 -34.25842 -8.13497 -0.153
N 6.61077 -33.48295 -7.47838 -0.375
S 7.93504 -34.37280 -8.01622 0.754
O 8.79863 -35.00480 -7.04201 -0.308
O 8.54221 -34.10463 -9.32099 -0.243
F 6.94764 -35.61726 -8.32724 -0.141
S 7.30157 -32.14830 -7.69427 0.591
O 7.43537 -31.50085 -9.03126 -0.282
O 8.27879 -31.76102 -6.71921 -0.314
F 6.01805 -31.33160 -7.10584 -0.198
C 7.02986 -31.37025 -4.77314 -0.075
C 6.54563 -31.82781 -3.33496 -0.233
O 7.54171 -32.45156 -2.56031 -0.071
H 6.39249 -30.61810 -5.23802 0.093
H 7.09065 -32.27460 -5.37858 0.017
H 8.02557 -30.99193 -4.54179 0.105
H 5.78686 -32.59294 -3.49918 0.110
H 6.12150 -30.97604 -2.80324 0.120
H 8.31877 -31.89195 -2.62806 0.092
C 6.98750 -29.26950 -8.84021 -0.041
C 5.57203 -28.97655 -8.48607 -0.252
O 5.10768 -28.13499 -9.53912 0.013
H 7.09399 -29.87269 -9.74183 0.103
H 7.45981 -29.90862 -8.09418 0.062
H 7.48667 -28.33332 -9.09018 0.129
H 5.47872 -28.39286 -7.57026 0.158
H 5.04273 -29.91991 -8.35186 -0.032
H 4.20108 -28.29807 -9.80943 0.103
C 9.85863 -35.24651 -11.08349 -0.078
C 9.51997 -36.46521 -10.34811 -0.406
O 10.36608 -37.42084 -10.73364 -0.007
H 10.86469 -34.94377 -10.79320 0.104
H 9.10273 -34.54414 -10.73220 0.041
H 9.92342 -35.36096 -12.16552 0.106
H 8.55179 -36.81336 -10.70801 0.128
H 9.51949 -36.27277 -9.27524 0.070
H 10.03237 -37.81701 -11.54191 0.115
C 10.57565 -32.30055 -7.23130 -0.118
C 11.93833 -32.29318 -6.58005 -0.237
O 11.79153 -31.94085 -5.18862 -0.084
H 10.82378 -32.26492 -8.29209 0.013
H 9.85489 -31.51625 -6.99998 0.078
H 10.09812 -33.26225 -7.04368 0.055
H 12.62846 -31.67521 -7.15445 0.121
H 12.22063 -33.34580 -6.59944 0.118
H 11.86091 -32.73464 -4.65319 0.065
C 8.34834 -37.45639 -6.48283 -0.044
C 9.69416 -37.58585 -7.20678 -0.295
O 9.99624 -38.87698 -7.64773 -0.054
H 7.45703 -37.58838 -7.09622 0.021
H 8.27252 -36.45357 -6.06248 0.018
H 8.19477 -38.24230 -5.74332 0.115
H 10.56702 -37.46023 -6.56612 0.130
H 9.77909 -36.91066 -8.05825 0.060
H 10.79716 -38.78337 -8.16865 0.090
C 6.28355 -37.36109 -9.03180 -0.066
C 5.37471 -37.60131 -7.84421 -0.266
O 4.33706 -36.67212 -8.07585 -0.123
H 7.19480 -37.95661 -9.08720 0.104
H 6.73189 -36.36763 -9.01911 -0.130
H 5.57859 -37.47659 -9.85509 0.102
H 5.85883 -37.50723 -6.87216 0.106
H 4.98395 -38.61571 -7.92426 0.143
H 3.75895 -37.07482 -8.72794 0.130
C 10.18327 -31.78002 -9.94071 -0.083
C 10.26969 -31.96915 -11.48459 -0.246
O 10.93306 -30.85550 -12.11749 -0.059
H 11.07710 -31.59148 -9.34606 0.074
H 9.62196 -32.61625 -9.52390 0.024
H 9.52534 -30.93793 -9.72595 0.081
H 9.24995 -32.02339 -11.86576 0.116
H 10.81181 -32.88856 -11.70572 0.092
H 10.19567 -30.29794 -12.37631 0.077
C 9.12876 -33.46543 -4.38289 -0.023
C 8.92237 -34.98059 -4.67780 -0.220
O 7.57846 -35.13574 -5.04790 -0.124
H 8.54493 -32.88304 -5.09567 0.031
H 10.16454 -33.18016 -4.56698 0.064
H 8.83158 -33.22594 -3.36189 0.065
H 9.04197 -35.51144 -3.73335 0.143
H 9.49979 -35.29210 -5.54824 0.093
H 7.49965 -35.05439 -6.00120 -0.023

***

81
Properties=species:S:1:pos:R:3:lowdin_charge:R:1 method="wB97M-V/def2-TZVPD" homo_lumo_gap_ev="1.8 / 9.3" spin_multiplicity=2 s2=0.751 total_energy_ev=-116534.2387
K -2.96393 0.36460 -0.12089 0.835
K 0.19005 -1.49739 -2.66917 0.847
K 2.67190 1.92853 -0.70283 0.475
K 1.10635 -0.37576 3.05673 0.856
P 0.15988 0.15777 0.01654 0.116
O 0.09285 0.78459 -1.40557 -0.464
O -0.69237 -1.17261 -0.15646 -0.482
O -0.55854 0.98671 1.15996 -0.456
O 1.64157 -0.22205 0.42256 -0.518
C -0.69872 4.24703 2.08165 -0.087
C 0.72046 4.05957 2.59753 -0.290
O 0.88359 2.65866 2.57868 -0.157
H -0.91514 5.29867 1.89376 0.075
H -1.41011 3.98682 2.86543 0.059
H -0.90971 3.64366 1.19874 0.071
H 0.90357 4.46686 3.59186 0.117
H 1.38003 4.46453 1.83002 0.090
H 0.24528 2.24538 1.99272 -0.026
C -4.26927 -2.77331 -0.19932 -0.073
C -3.10031 -3.20443 -1.11969 -0.283
O -2.41351 -2.13696 -1.73869 -0.179
H -4.10298 -2.04426 0.59374 0.038
H -4.67211 -3.67849 0.25507 0.080
H -5.00745 -2.32121 -0.86173 0.074
H -3.43246 -3.78521 -1.98020 0.119
H -2.38791 -3.78501 -0.53361 0.116
H -1.80361 -1.84955 -1.05530 -0.060
C -3.60030 1.73244 3.01900 -0.089
C -2.48369 1.25480 3.94677 -0.309
O -1.81176 0.17307 3.41426 -0.119
H -3.16524 2.26646 2.17422 0.051
H -4.18580 2.53014 3.47612 0.079
H -4.33909 0.96966 2.77314 0.074
H -2.96926 0.86787 4.84266 0.122
H -1.82075 2.11257 4.06011 0.108
H -1.26682 0.56630 2.72870 -0.015
C 3.68708 -4.28971 -1.40442 -0.063
C 2.65029 -3.44636 -0.55171 -0.241
O 2.91721 -2.03992 -0.90137 -0.152
H 4.61786 -4.09745 -0.87077 0.066
H 3.71136 -3.92286 -2.43054 0.065
H 3.39150 -5.33819 -1.44224 0.065
H 2.74424 -3.70523 0.50293 0.111
H 1.62680 -3.62317 -0.88232 0.084
H 2.45230 -1.40171 -0.35534 -0.026
C -3.35375 0.79752 -4.49030 -0.064
C -1.95335 0.69334 -3.97319 -0.357
O -2.01357 1.01658 -2.61881 -0.162
H -3.35172 0.84647 -5.57919 0.084
H -3.89147 1.65433 -4.08428 0.081
H -3.84140 -0.04665 -4.00278 0.077
H -1.27503 1.40078 -4.45017 0.110
H -1.47497 -0.25742 -4.20839 0.075
H -1.17914 0.93280 -2.15156 -0.058
C 6.11312 0.31191 1.01593 -0.067
C 4.98776 -0.66141 0.54328 -0.293
O 4.05567 -0.76313 1.60979 -0.122
H 7.03694 0.07126 0.48987 0.060
H 6.26111 0.20380 2.09041 0.074
H 6.02732 1.31899 0.60785 0.050
H 5.23307 -1.64104 0.13310 0.108
H 4.36875 -0.09956 -0.15618 0.050
H 3.20320 -0.49977 1.25549 -0.020
C -1.40169 -4.09883 3.42763 -0.062
C -1.19674 -2.80990 2.63788 -0.393
O -0.15236 -2.85306 1.77172 -0.081
H -0.45263 -4.61563 3.57014 0.079
H -2.13955 -4.67721 2.87162 0.068
H -1.79496 -3.87033 4.41820 0.075
H -0.89673 -2.06647 3.37640 0.058
H -2.20772 -2.53790 2.33450 0.113
H -0.32250 -2.13537 1.15725 -0.006
C 2.05455 4.36774 -4.25102 -0.069
C 1.00019 3.60973 -3.44183 -0.330
O 1.29080 2.23435 -3.27707 -0.164
H 1.99891 4.09676 -5.30533 0.071
H 3.06691 4.13878 -3.91816 0.066
H 1.84099 5.43498 -4.19196 0.071
H 0.01757 3.59355 -3.91331 0.102
H 0.75866 3.96530 -2.44016 0.097
H 0.77071 1.88867 -2.54795 -0.023